Formula: C13H14F4N2O
Source: OMol25
Level of theory: wB97M-V/def2-TZVPD

```
34
Properties=species:S:1:pos:R:3:forces:R:3
O -2.714 0.646 0.016 -0.12 0.15 0.17
C -1.909 -0.256 -0.116 -0.10 -0.42 0.35
N -1.130 -0.423 -1.186 0.14 0.14 -0.37
C -0.186 -1.492 -1.440 0.23 -0.37 -0.05
C 1.135 -0.875 -1.972 -0.09 -0.18 0.03
N 1.254 0.502 -1.550 0.16 0.13 -0.11
C 1.499 0.709 -0.177 0.15 0.10 0.13
C 2.644 0.134 0.378 -0.03 -0.07 0.00
C 2.950 0.311 1.711 -0.01 -0.08 0.02
C 2.128 1.072 2.525 -0.02 0.06 0.15
C 1.002 1.662 1.982 0.07 0.00 0.09
C 0.688 1.487 0.646 -0.06 0.01 -0.16
C 0.254 1.301 -2.223 -0.08 0.08 -0.12
C -1.132 0.605 -2.211 -0.07 0.23 -0.03
C -1.814 -1.321 1.011 0.01 -0.01 0.19
F -2.183 -2.543 0.533 -0.24 0.11 -0.03
F -0.553 -1.470 1.486 -0.04 0.23 0.11
C -2.757 -0.934 2.169 -0.60 0.11 -0.35
F -2.820 -1.929 3.074 0.13 -0.43 0.05
F -2.275 0.148 2.802 0.27 0.30 0.03
H -0.617 -2.177 -2.180 0.07 -0.02 0.06
H 0.015 -2.053 -0.532 -0.08 0.07 -0.08
H 1.978 -1.459 -1.610 -0.04 -0.02 -0.12
H 1.152 -0.890 -3.066 0.04 -0.05 0.05
H 3.304 -0.448 -0.248 0.07 -0.02 -0.08
H 3.840 -0.148 2.117 0.08 -0.03 0.03
H 2.363 1.204 3.570 0.02 0.02 0.09
H 0.344 2.252 2.602 -0.06 0.06 0.06
H -0.212 1.949 0.270 -0.09 0.01 -0.08
H 0.209 2.285 -1.760 -0.01 -0.03 -0.05
H 0.580 1.434 -3.261 -0.08 0.07 0.07
H -1.334 0.125 -3.173 -0.03 0.04 0.01
H -1.934 1.307 -1.986 0.07 -0.10 -0.12
H -3.769 -0.717 1.800 0.32 -0.09 0.04
```
Positions in Å, forces in eV/Å.

As for the structure (SMILES): O=C(N1CCN(c2ccccc2)CC1)C(F)(F)C(F)F. As for the energy above the lowest of the compared OMol25 structures with the same formula, charge and spin: 26.66 kJ/mol. Its HOMO energy is -8.07 eV. The calculation puts the gap between HOMO and LUMO at 8.8 eV. The total energy comes out at -1088.00060 Eh. The LUMO energy is 0.7 eV.